Record 1
{
  "formula": "C22H68N14O12",
  "method": "ωB97M-V with the def2-TZVPD basis set",
  "relative_energy_kcal_mol": 0.0,
  "homo_lumo_gap_ha": 0.335,
  "smiles": "NC(N)=O.NC(N)=O.NC(N)=O.NC(N)=O.NC(N)=O.NC(N)=O.NC(N)=O.CC(C)O.CC(C)O.CC(C)O.CC(C)O.CC(C)O",
  "homo_energy_ev": -8.80,
  "multiplicity": 1,
  "species": ["N", "C", "N", "O", "H", "H", "H", "H", "N", "C", "N", "O", "H", "H", "H", "H", "N", "C", "N", "O", "H", "H", "H", "H", "N", "C", "N", "O", "H", "H", "H", "H", "N", "C", "N", "O", "H", "H", "H", "H", "N", "C", "N", "O", "H", "H", "H", "H", "N", "C", "N", "O", "H", "H", "H", "H", "C", "C", "C", "O", "H", "H", "H", "H", "H", "H", "H", "H", "C", "C", "C", "O", "H", "H", "H", "H", "H", "H", "H", "H", "C", "C", "C", "O", "H", "H", "H", "H", "H", "H", "H", "H", "C", "C", "C", "O", "H", "H", "H", "H", "H", "H", "H", "H", "C", "C", "C", "O", "H", "H", "H", "H", "H", "H", "H", "H"],
  "xyz": [[-4.087, 0.520, 3.010], [-4.644, 1.488, 2.196], [-5.898, 1.921, 2.575], [-4.101, 1.907, 1.203], [-4.509, 0.433, 3.914], [-3.172, 0.155, 2.825], [-6.429, 2.508, 1.965], [-6.271, 1.769, 3.492], [2.982, -1.157, -2.870], [3.609, -1.066, -4.098], [3.770, 0.215, -4.560], [4.043, -2.050, -4.686], [2.694, -2.055, -2.533], [2.597, -0.354, -2.396], [4.148, 0.325, -5.480], [3.403, 1.004, -4.048], [5.682, 0.659, 1.083], [4.793, 0.199, 0.144], [5.270, -0.740, -0.741], [3.610, 0.576, 0.127], [5.375, 1.293, 1.795], [6.606, 0.277, 1.127], [4.686, -0.938, -1.553], [6.193, -1.114, -0.664], [-1.351, 0.379, 0.906], [-0.056, -0.069, 0.780], [0.808, 0.829, 0.178], [0.270, -1.222, 1.107], [-2.014, -0.320, 1.187], [-1.693, 1.208, 0.439], [1.779, 0.821, 0.475], [0.383, 1.703, -0.095], [0.013, 1.611, 3.821], [-0.573, 2.836, 4.062], [-1.344, 3.341, 3.050], [-0.399, 3.425, 5.134], [-0.058, 1.112, 2.955], [0.416, 1.121, 4.598], [-1.784, 4.233, 3.152], [-1.456, 2.912, 2.142], [-2.856, 3.732, -1.665], [-1.892, 3.970, -0.719], [-1.345, 5.220, -0.716], [-1.547, 3.093, 0.098], [-2.779, 4.096, -2.600], [-3.247, 2.805, -1.696], [-1.658, 5.961, -1.313], [-0.730, 5.484, 0.031], [-1.650, -1.920, 3.298], [-1.670, -1.734, 4.670], [-2.916, -1.875, 5.245], [-0.680, -1.354, 5.298], [-0.771, -1.814, 2.808], [-2.416, -2.481, 2.969], [-3.021, -1.549, 6.186], [-3.692, -2.244, 4.734], [3.771, 4.488, -1.065], [2.459, 3.889, -1.552], [2.035, 4.422, -2.910], [2.636, 2.464, -1.751], [3.654, 5.528, -0.752], [4.573, 4.449, -1.805], [4.128, 3.900, -0.212], [1.691, 4.021, -0.780], [2.870, 4.306, -3.600], [1.742, 5.471, -2.849], [1.187, 3.850, -3.289], [2.930, 2.055, -0.918], [0.199, -3.280, -2.103], [0.900, -4.055, -0.987], [2.344, -3.645, -0.750], [0.208, -3.886, 0.261], [0.760, -3.419, -3.033], [0.276, -2.201, -1.909], [-0.852, -3.555, -2.129], [0.809, -5.118, -1.226], [2.399, -2.572, -0.557], [2.970, -3.924, -1.611], [2.747, -4.197, 0.096], [-0.004, -2.942, 0.432], [-3.914, -1.712, -0.431], [-4.534, -2.004, -1.806], [-4.854, -3.492, -1.945], [-5.698, -1.177, -1.977], [-3.132, -0.946, -0.510], [-3.457, -2.607, -0.002], [-4.578, -1.231, 0.291], [-3.872, -1.748, -2.631], [-5.036, -3.722, -2.997], [-5.657, -3.837, -1.300], [-3.910, -4.004, -1.730], [-6.463, -1.588, -1.566], [-0.632, -1.244, -6.104], [-1.270, -1.069, -4.735], [-0.354, -0.131, -3.927], [-2.540, -0.386, -4.777], [-0.099, -0.357, -6.448], [-1.390, -1.528, -6.846], [0.118, -2.038, -6.097], [-1.370, -1.997, -4.167], [0.689, -0.446, -4.011], [-0.560, -0.111, -2.853], [-0.416, 0.907, -4.258], [-2.946, -0.572, -5.633], [2.555, -2.226, 6.022], [2.729, -1.057, 5.048], [2.484, -1.487, 3.607], [1.865, 0.004, 5.439], [2.934, -3.166, 5.608], [1.488, -2.355, 6.201], [3.106, -2.039, 6.942], [3.724, -0.624, 5.162], [2.047, -0.707, 2.981], [1.753, -2.303, 3.563], [3.393, -1.841, 3.115], [0.944, -0.297, 5.425]],
  "forces_ev_per_angstrom": [[-1.22, 0.57, -0.19], [-0.04, -0.24, 0.49], [0.17, -0.32, 0.33], [0.31, 0.02, -0.90], [0.40, -0.40, 0.23], [0.26, 0.29, 0.25], [0.24, 0.21, -0.19], [-0.01, -0.15, 0.06], [0.30, 0.45, -0.06], [0.29, -0.37, 0.01], [-0.28, -0.17, 0.46], [-0.43, 0.53, 0.21], [0.08, -0.18, -0.15], [-0.10, 0.06, -0.10], [0.08, 0.06, -0.06], [0.06, -0.06, -0.18], [-0.33, -0.36, -0.75], [-0.10, -0.45, 0.24], [-0.76, 0.91, 0.43], [0.96, 0.07, -0.23], [-0.17, -0.05, 0.06], [0.16, 0.07, 0.11], [0.19, -0.15, 0.33], [0.19, -0.01, -0.14], [0.72, -0.60, 0.18], [-0.25, 0.24, -1.08], [-0.84, -0.67, 0.71], [-0.03, 0.84, 0.32], [-0.04, -0.04, -0.18], [-0.02, 0.23, 0.14], [-0.19, -0.23, -0.31], [0.24, 0.16, 0.18], [-0.42, 0.55, 0.01], [0.35, -0.02, 0.71], [0.04, -0.26, -0.31], [-0.39, -0.38, -0.88], [-0.30, 0.12, -0.11], [0.29, 0.44, -0.11], [0.12, 0.15, 0.37], [0.11, -0.10, 0.19], [-0.13, -0.12, -0.37], [0.36, -1.01, 0.54], [0.05, -0.19, -0.02], [-0.23, 1.25, -1.00], [0.18, 0.50, 0.15], [0.16, -0.18, 0.48], [-0.29, -0.07, -0.09], [0.09, -0.27, 0.10], [-0.64, 0.12, 1.53], [0.64, 0.90, -0.44], [0.87, 0.01, -0.11], [-0.99, -0.34, -0.25], [-0.01, -0.37, -0.27], [0.36, -0.12, -0.73], [-0.05, -0.18, 0.13], [-0.20, 0.03, 0.03], [0.10, -0.04, 0.34], [0.56, -0.91, -0.40], [-0.18, -0.01, 0.37], [-0.09, 0.39, 0.10], [-0.04, -0.03, 0.04], [-0.24, -0.07, -0.22], [-0.07, 0.20, 0.09], [-0.10, 0.20, -0.15], [-0.04, 0.09, -0.06], [0.10, 0.04, -0.05], [-0.01, 0.00, 0.02], [0.09, -0.03, -0.28], [0.97, 0.50, 0.45], [-0.60, 0.57, 0.82], [0.12, -0.55, -0.70], [-0.57, -0.05, -0.20], [-0.52, -0.29, -0.20], [-0.18, -0.09, 0.19], [0.00, -0.11, -0.39], [0.22, -0.02, 0.16], [0.08, 0.00, 0.15], [-0.02, 0.24, 0.03], [-0.07, 0.13, 0.16], [0.55, -0.46, -0.26], [0.88, 0.65, -0.04], [-1.06, -0.19, 0.86], [0.98, 0.38, -0.75], [0.23, 0.09, -0.54], [0.07, -0.27, -0.27], [-0.03, 0.08, 0.08], [-0.51, -0.47, -0.18], [0.13, 0.28, 0.14], [-0.50, -0.03, 0.11], [-0.03, -0.06, 0.10], [-0.27, -0.29, 0.29], [0.11, -0.16, 0.12], [-0.33, -0.63, -0.33], [0.73, 1.80, 0.70], [0.30, -0.25, 0.53], [0.14, -0.46, -0.45], [-0.31, 0.21, 0.08], [0.17, 0.03, -0.01], [-0.09, -0.08, 0.15], [-0.12, -0.21, -0.35], [-0.06, -0.06, -0.10], [-0.28, -0.15, -0.04], [-0.15, -0.13, -0.33], [-0.06, -0.02, 0.21], [0.43, -0.11, -0.30], [-0.32, -0.06, 0.12], [-0.35, -0.31, -0.34], [-0.03, 0.37, 0.12], [0.04, 0.10, -0.08], [0.01, -0.04, 0.19], [-0.29, 0.05, 0.17], [0.05, -0.07, -0.13], [0.28, 0.23, 0.18], [0.11, -0.01, 0.08], [0.00, -0.02, 0.08], [0.23, -0.65, 0.18]]
}



Record 2
{
  "formula": "C4H9N3OS",
  "method": "ωB97M-V with the def2-TZVPD basis set",
  "relative_energy_kcal_mol": 56.0,
  "homo_lumo_gap_ha": 0.304,
  "homo_energy_ev": -7.76,
  "multiplicity": 1,
  "species": ["C", "C", "C", "C", "N", "N", "N", "O", "S", "H", "H", "H", "H", "H", "H", "H", "H", "H"],
  "xyz": [[-2.111, 0.661, 0.515], [-1.520, 0.647, -0.765], [-1.354, 0.054, 1.605], [0.103, -0.027, -2.415], [-0.534, -0.057, -1.139], [-0.067, -0.263, 1.702], [1.950, -1.476, 1.850], [1.926, 0.644, 0.414], [0.954, -0.769, 0.672], [-2.990, 1.053, 0.897], [-1.983, 1.387, -1.466], [1.651, 1.118, -0.412], [-1.829, 0.073, 2.594], [1.069, -0.493, -2.248], [-0.457, -0.638, -3.109], [0.195, 0.969, -2.820], [2.797, -2.026, 1.529], [2.199, -0.857, 2.598]],
  "forces_ev_per_angstrom": [[3.94, -3.39, 3.05], [-1.59, 2.12, -1.33], [-1.54, 2.27, -1.99], [-0.37, -0.13, 0.40], [0.34, -0.80, 1.36], [-0.89, -0.55, 0.82], [1.35, -1.02, -1.31], [-0.48, -0.60, -0.72], [1.89, 0.42, 0.23], [-1.73, 0.92, -0.40], [0.24, -0.39, 0.01], [-0.02, -0.77, 0.95], [-0.01, 0.01, -0.32], [0.34, 0.08, -0.49], [-0.09, -0.22, -0.39], [0.21, 0.50, -0.32], [-1.53, 1.16, 0.08], [-0.07, 0.39, 0.38]]
}



Record 3
{
  "formula": "C3H5N3O",
  "method": "ωB97M-V with the def2-TZVPD basis set",
  "relative_energy_kcal_mol": 75.6,
  "homo_lumo_gap_ha": 0.303,
  "homo_energy_ev": -8.94,
  "multiplicity": 1,
  "species": ["N", "C", "C", "N", "C", "O", "N", "H", "H", "H", "H", "H"],
  "xyz": [[1.949, 0.074, 0.014], [1.247, 1.108, 0.278], [-0.048, 1.392, -0.172], [-1.122, 0.666, 0.086], [-1.220, -0.822, 0.137], [-2.324, -1.228, 0.473], [-0.111, -1.419, -0.267], [1.318, -0.751, -0.389], [2.807, -0.086, 0.532], [-0.201, 2.384, -0.592], [-2.036, 1.103, 0.080], [-0.260, -2.420, -0.180]],
  "forces_ev_per_angstrom": [[-0.10, 0.24, 0.18], [0.09, -0.35, -0.22], [-0.10, -0.04, 0.05], [0.06, 0.10, -0.04], [0.01, 0.01, 0.04], [0.35, 0.07, -0.06], [-0.13, 0.01, -0.01], [-0.20, -0.02, 0.14], [-0.16, 0.05, -0.04], [0.02, -0.11, 0.00], [0.12, -0.04, 0.04], [0.06, 0.07, -0.09]]
}



Record 4
{
  "formula": "CH3CeLiO",
  "method": "ωB97M-V with the def2-TZVPD basis set",
  "homo_lumo_gap_ha": [0.250, 0.317],
  "total_charge": 2,
  "homo_energy_ev": [-15.62, -17.45],
  "multiplicity": 3,
  "species": ["O", "C", "H", "H", "Li", "Ce", "H"],
  "xyz": [[-1.198, 0.194, -0.191], [-1.934, -0.377, 0.586], [-1.538, -0.898, 1.478], [-3.029, -0.368, 0.439], [0.667, 0.432, -0.466], [4.636, 0.288, -1.407], [2.397, 0.729, -0.440]],
  "forces_ev_per_angstrom": [[0.48, -0.11, -0.04], [-0.45, 0.00, 0.34], [-0.12, 0.06, -0.23], [0.31, -0.01, -0.02], [-0.48, 0.16, 0.12], [-0.75, 0.26, 0.44], [1.02, -0.35, -0.61]]
}



no.,energy (a.u.)
1,-2548.80542
2,-795.38630
3,-356.73691
4,-597.08290